# 1
6
Properties=species:S:1:pos:R:3 method="wB97M-V/def2-TZVPD" homo_lumo_gap_ev=5.598 relative_energy_kj_mol=19.0
O -0.396 1.634 0.266
C 1.049 -2.579 -0.012
O 0.524 -1.540 -0.524
Mg -0.717 -0.118 -0.093
Li 0.735 2.882 0.513
H 0.776 -2.607 1.095

=====

# 2
6
Properties=species:S:1:pos:R:3 method="wB97M-V/def2-TZVPD" charge=+1 homo_lumo_gap_ev="5.510 / 5.515" multiplicity=7
O -1.083 -1.794 -0.963
C 1.116 1.738 0.728
O 0.918 0.556 0.303
Tb -0.076 -1.354 0.778
Li -1.332 -1.051 -2.487
H 0.456 1.905 1.641

=====

Please write out number 1 again, unchanged.
6
Properties=species:S:1:pos:R:3 method="wB97M-V/def2-TZVPD" homo_lumo_gap_ev=5.598 relative_energy_kj_mol=19.0
O -0.396 1.634 0.266
C 1.049 -2.579 -0.012
O 0.524 -1.540 -0.524
Mg -0.717 -0.118 -0.093
Li 0.735 2.882 0.513
H 0.776 -2.607 1.095